C3H11N3O | ωB97M-V/def2-TZVPD

The LUMO energy comes out at 0.703 eV. The value obtained for the orbital gap is 0.3571 Ha. The HOMO energy comes out at -0.33130 hartree. As for the SMILES: [H]/N=C(\N)NCC.O.

Geometry as ORCA input:
```
! RIJCOSX wB97M-V def2-TZVPD def2/J DEFGRID3
* xyz 0 1
C -2.8523 0.3179 1.8800
C -1.8265 -0.5715 1.1630
N -1.1731 0.0625 0.0011
C 0.1998 -0.2325 -0.3347
N 0.8253 0.9355 -0.8770
N 0.5340 -1.4544 -0.3617
H -2.7202 1.3497 1.5958
H -3.0142 -0.0067 2.9058
H -3.7632 0.0646 1.3229
H -1.1106 -1.0038 1.8708
H -2.2118 -1.4895 0.6687
H -1.7168 -0.0286 -0.8479
H 1.0875 1.4858 -0.0642
H 0.0859 1.4052 -1.3859
H 1.5063 -1.5591 -0.6566
H 2.8383 0.5608 -1.6001
H 4.0466 1.3752 -1.5101
O 3.7373 0.4872 -1.2308
*
```

C35H32N3O3PReS3 | ωB97M-V/def2-TZVPD

The LUMO energy (alpha / beta) comes out at -7.679 / -7.316 eV. The expectation value of S² is 0.78. The value obtained for the orbital gap (alpha / beta) is 0.2002 / 0.2136 Ha. The HOMO energy (alpha / beta) comes out at -0.48236 / -0.48246 hartree.

Geometry as ORCA input:
```
! RIJCOSX wB97M-V def2-TZVPD def2/J DEFGRID3
* xyz 2 2
Re 0.1866 0.1459 0.4487
S -2.4967 5.7434 -3.1906
C -4.0100 5.3703 -3.8748
C -4.3323 4.0580 -3.7197
C -3.3160 3.3424 -3.0247
C -2.2560 4.1323 -2.6755
C -1.0288 3.7189 -1.9721
C -1.0559 2.5355 -1.2127
N -0.0003 2.0599 -0.5740
C 1.1658 2.7582 -0.6233
C 1.2911 3.9470 -1.3098
C 2.5656 4.6292 -1.2843
C 3.5986 4.1377 -0.5718
C 3.4519 2.9178 0.1884
C 4.4504 2.3951 1.0252
C 4.2270 1.2736 1.8001
C 2.9884 0.6501 1.6710
N 2.0336 1.0854 0.8359
C 2.2501 2.2416 0.1301
C 5.2303 0.7060 2.7219
C 5.0037 -0.0573 3.8292
C 6.2075 -0.4424 4.4884
C 7.3095 0.0406 3.8552
S 6.9004 0.9504 2.4767
C 0.1570 4.4194 -1.9993
H -4.5897 6.1465 -4.3539
H -5.2500 3.6164 -4.0872
H -3.3723 2.2748 -2.8234
H -1.9751 1.9723 -1.1238
H 2.6719 5.5525 -1.8404
H 4.5491 4.6570 -0.5440
H 5.4040 2.9125 1.0869
H 2.7575 -0.2355 2.2471
H 4.0126 -0.2919 4.2058
H 6.2505 -1.0343 5.3922
H 8.3476 -0.0913 4.1266
H 0.2305 5.3485 -2.5559
S -2.1861 -0.6244 2.8750
C -1.5838 -0.3606 1.4457
N -1.7066 -0.2875 0.1198
C -2.7978 -0.1353 -0.6576
C -3.7671 -0.0054 -1.3506
C -4.9300 0.1806 -2.1799
C -6.1555 0.4876 -1.5891
C -7.2621 0.7107 -2.3918
C -7.1448 0.6220 -3.7733
C -5.9249 0.3058 -4.3611
C -4.8118 0.0879 -3.5669
H -6.2321 0.5442 -0.5101
H -8.2163 0.9461 -1.9396
H -8.0118 0.7972 -4.3981
H -5.8428 0.2241 -5.4371
H -3.8555 -0.1638 -4.0113
C 4.1040 -1.8022 -0.1889
C 3.5043 -2.5599 0.9642
O 2.0848 -2.8290 0.7353
P 0.8395 -2.0630 1.2790
O -0.3371 -3.0483 0.9939
C -0.5033 -3.8765 -0.2118
C -0.1438 -5.2988 0.1078
O 0.9717 -1.9607 2.8389
C 1.0658 -3.1463 3.7112
C 1.9594 -2.8237 4.8719
H 5.1595 -1.6058 0.0124
H 3.6081 -0.8421 -0.3526
H 4.0342 -2.3797 -1.1098
H 3.6189 -2.0407 1.9169
H 3.9552 -3.5405 1.0719
H 0.0989 -3.4623 -1.0204
H -1.5519 -3.7696 -0.4733
H 0.8900 -5.3748 0.4474
H -0.2553 -5.9050 -0.7935
H -0.8023 -5.7081 0.8744
H 1.4367 -3.9851 3.1222
H 0.0467 -3.3643 4.0196
H 2.9634 -2.5599 4.5304
H 2.0450 -3.6992 5.5179
H 1.5545 -2.0004 5.4616
*
```

C4H11N3O3 | ωB97M-V/def2-TZVPD

The LUMO energy comes out at 0.654 eV. The value obtained for the orbital gap is 0.3164 Ha. The HOMO energy comes out at -0.29239 hartree. As for the SMILES: C[C@@H](O)C(=O)O.N/C=N\N.

Geometry as ORCA input:
```
! RIJCOSX wB97M-V def2-TZVPD def2/J DEFGRID3
* xyz 0 1
C 0.7325 0.4257 1.4819
C 1.1586 -1.0218 1.5850
C -0.8124 0.8789 0.6512
O -0.7592 2.2276 0.6993
O 1.6169 1.3292 0.8111
O -1.7931 0.2838 1.0264
H 0.1856 2.4764 0.8304
H 2.4067 0.8945 0.4419
H 0.5269 0.8111 2.4874
H 1.5041 -1.4055 0.6245
H 0.3218 -1.6275 1.9329
H 1.9919 -1.1322 2.2846
N -1.3178 0.9904 -1.9864
N -0.9358 -1.7657 -1.5112
C 0.0560 -0.8544 -1.4797
N -0.1370 0.4274 -1.4958
H -2.1815 0.7335 -1.5115
H -1.1428 1.7081 -2.6793
H -1.8125 -1.4629 -1.1053
H -0.6813 -2.7362 -1.4377
H 1.0723 -1.1805 -1.6498
*
```

C19H36F4GaN4O4 | ωB97M-V/def2-TZVPD

The LUMO energy comes out at 2.192 eV. The value obtained for the orbital gap is 0.2776 Ha. The HOMO energy comes out at -0.19700 hartree.

Geometry as ORCA input:
```
! RIJCOSX wB97M-V def2-TZVPD def2/J DEFGRID3
* xyz -1 1
N -2.5544 -3.8962 0.7836
C -2.6951 -3.9448 -0.7350
C -1.4052 -4.5919 -1.5141
Ga 0.0607 -3.0832 -1.6537
N -0.4229 -1.7471 -0.2755
O -0.1220 -2.3703 -3.4229
C 1.1094 -1.6974 -3.8653
O 1.9391 -2.4208 -4.6623
C 1.5190 -0.1427 -3.5176
C 0.4736 0.6895 -2.5355
C 0.7097 2.2589 -2.0642
C 2.0588 3.0380 -2.5917
C 3.0720 2.2188 -3.6033
C 2.8508 0.6493 -4.0948
C 1.9594 -3.7630 -1.2001
F 2.8296 -2.5526 -0.9560
F 2.6061 -4.4603 -2.3724
C 2.0644 -4.6980 0.1425
F 0.7673 -5.0802 0.7466
F 2.8541 -5.9490 -0.0920
H -1.5354 -3.9953 1.0378
H -3.1274 -4.6819 1.1765
H -3.6461 -4.6077 -0.9815
H -2.9106 -2.8638 -1.1915
H -1.7414 -4.8656 -2.6189
H -0.9898 -5.5846 -1.0467
H -0.2485 -2.2268 0.6571
H -1.4359 -1.4815 -0.3736
H -0.4849 0.1392 -2.1459
H -0.0909 2.7397 -1.3493
H 2.2434 4.1453 -2.2256
H 4.0312 2.7801 -4.0169
H 3.5856 0.0845 -4.8095
H 2.6527 -4.0871 0.9819
C 3.5130 -0.0479 3.0801
C 2.5853 -0.1012 1.8691
C 2.3597 1.2734 1.1994
O 1.4603 2.1326 1.9058
C 2.0490 2.8346 2.9899
N 1.3116 -0.7203 2.2704
H 3.0246 0.3623 3.9675
H 3.8546 -1.0549 3.3427
H 4.3998 0.5584 2.8674
H 3.0610 -0.7533 1.1238
H 1.8930 1.0997 0.2222
H 3.3099 1.7849 1.0009
H 3.0901 3.1070 2.7901
H 1.9783 2.2381 3.9018
H 1.4766 3.7517 3.1526
H 0.7345 -0.8481 1.4388
H 0.7957 -0.0242 2.8173
C -1.8690 3.4876 1.3413
C -2.9660 3.9343 0.3785
C -4.3917 3.5656 0.8482
O -4.7336 2.1883 0.6683
C -4.2496 1.3256 1.6862
N -2.6806 3.3865 -0.9577
H -1.6670 2.4152 1.2820
H -0.9289 4.0008 1.1118
H -2.1345 3.7284 2.3760
H -2.9163 5.0299 0.3151
H -5.1050 4.1278 0.2334
H -4.5664 3.8767 1.8858
H -4.2424 1.8080 2.6687
H -3.2501 0.9694 1.4281
H -4.9065 0.4531 1.7339
H -3.3564 3.7701 -1.6189
H -2.9094 2.3882 -0.9308
*
```

C5H11NO | ωB97M-V/def2-TZVPD

The LUMO energy (alpha / beta) comes out at 3.762 / 3.753 eV. The expectation value of S² is 0.77. The value obtained for the orbital gap (alpha / beta) is 0.1405 / 0.2377 Ha. The HOMO energy (alpha / beta) comes out at -0.00229 / -0.09979 hartree.

Geometry as ORCA input:
```
! RIJCOSX wB97M-V def2-TZVPD def2/J DEFGRID3
* xyz -1 2
C -1.4877 1.1901 -0.4186
O -0.7767 1.7177 0.7299
C -0.8199 1.7285 -1.6757
H -1.4296 0.1065 -0.3346
H -2.5222 1.5658 -0.3568
H -1.3366 1.4996 1.4802
H 0.1570 1.2874 -1.8692
H -1.5338 1.4778 -2.4798
H -0.7953 2.8125 -1.5996
C 1.0046 -0.6358 0.2887
C 1.5781 -1.5945 -0.5282
C 0.8706 -1.9258 2.1917
N 0.9335 -0.6980 1.6474
H 0.7936 0.3343 -0.1437
H 2.2176 -2.3812 -0.1332
H 1.4832 -1.6319 -1.6162
H 0.8515 -2.0556 3.2682
H 0.8123 -2.7973 1.5496
*
```

C33H58AsBiCl2N6O2SSeSi3 | ωB97M-V/def2-TZVPD

The LUMO energy comes out at -4.823 eV. The value obtained for the orbital gap is 0.2538 Ha. The HOMO energy comes out at -0.43102 hartree.

Geometry as ORCA input:
```
! RIJCOSX wB97M-V def2-TZVPD def2/J DEFGRID3
* xyz 2 1
Bi 0.3323 -0.7061 -0.9695
C -3.0097 -4.0515 0.5996
C -2.1729 -2.9779 -0.0420
N -1.1219 -2.4771 0.4958
O -0.7098 -2.8487 1.7632
C -2.6148 -2.4293 -1.3134
C -4.0368 -2.6506 -1.7493
N -1.7851 -1.7074 -2.0047
O -2.1494 -1.1265 -3.1079
H -2.3962 -4.7338 1.1918
H -3.5137 -4.6417 -0.1595
H -3.7686 -3.6150 1.2522
H -1.3153 -3.5062 2.1524
H -4.7255 -2.4766 -0.9220
H -4.1935 -3.6568 -2.1384
H -4.2574 -1.9495 -2.5548
Cl -2.0496 0.5711 0.7072
C -1.7185 2.2426 0.3732
C -2.7580 3.1416 0.5555
C -2.5729 4.4826 0.2709
C -1.3506 4.9202 -0.2067
C -0.3098 4.0223 -0.3687
Cl 1.2112 4.5977 -0.9382
C -0.4615 2.6597 -0.0664
S 0.9830 1.6659 -0.1426
H -3.7038 2.7847 0.9317
H -3.3796 5.1808 0.4284
H -1.1980 5.9611 -0.4402
C 1.6377 -0.0245 4.3955
C 0.9345 -0.0115 3.0175
N -0.2012 0.8788 3.0572
C -1.2036 0.3677 3.9601
C -0.5944 0.1845 5.3723
N 0.7799 0.7472 5.3306
C 0.7218 2.1735 4.9135
C 0.2019 2.2073 3.4550
H 2.6156 0.4566 4.3500
H 1.7762 -1.0364 4.7767
H 0.5742 -1.0042 2.7392
H 1.6212 0.3402 2.2474
H -1.5739 -0.5775 3.5633
H -2.0329 1.0731 3.9785
H -0.5306 -0.8655 5.6610
H -1.1689 0.7191 6.1314
H 1.1812 0.6902 6.2679
H 1.7163 2.6141 4.9992
H 0.0476 2.6967 5.5939
H 0.9701 2.5573 2.7650
H -0.6542 2.8794 3.3608
C -0.7216 -1.8085 -5.8609
N -1.2467 -0.5254 -5.4881
C -0.9301 0.1397 -4.3688
Se 0.7315 -0.0750 -3.5150
N -1.6051 1.3040 -4.3356
C -2.4616 1.3578 -5.4197
C -3.3646 2.3118 -5.8559
C -4.0231 2.0468 -7.0453
C -3.8122 0.8659 -7.7559
C -2.9159 -0.0928 -7.3201
C -2.2307 0.1795 -6.1494
H -0.3931 -2.3240 -4.9613
H 0.1327 -1.6835 -6.5305
H -1.4936 -2.4047 -6.3441
H -1.5549 1.9683 -3.5816
H -3.5378 3.2225 -5.3041
H -4.7187 2.7748 -7.4304
H -4.3682 0.6885 -8.6626
H -2.7443 -1.0039 -7.8696
C 6.1811 -1.9011 0.5339
Si 4.4136 -1.1775 0.7290
C 3.6074 -2.2694 2.0890
C 4.4190 0.6846 1.2088
As 3.0171 -1.2171 -1.2869
Si 2.9449 -3.5465 -1.8750
C 2.1217 -4.4708 -0.4133
C 4.6998 -4.1890 -2.2605
C 1.7793 -3.6395 -3.3792
Si 4.4970 -0.0834 -2.9542
C 3.9557 1.7395 -2.9352
C 4.2713 -0.9882 -4.6168
C 6.3051 -0.1990 -2.3472
H 6.4961 -2.4318 1.4282
H 6.9197 -1.1308 0.3450
H 6.2151 -2.6039 -0.2943
H 3.9959 -2.0139 3.0688
H 3.8518 -3.3115 1.9088
H 2.5283 -2.1769 2.1297
H 4.5292 0.8618 2.2738
H 3.5050 1.1682 0.8691
H 5.2411 1.1935 0.7165
H 1.8321 -3.7905 0.3848
H 2.7851 -5.2118 0.0202
H 1.2273 -4.9946 -0.7385
H 5.2142 -4.5062 -1.3590
H 5.3023 -3.4211 -2.7395
H 4.6658 -5.0439 -2.9267
H 0.7926 -3.2701 -3.1048
H 1.6560 -4.6540 -3.7433
H 2.1435 -3.0366 -4.2056
H 2.9378 1.8388 -3.3005
H 4.5839 2.3617 -3.5648
H 3.9910 2.1439 -1.9266
H 3.2584 -0.8419 -4.9830
H 4.4571 -2.0553 -4.5298
H 4.9501 -0.5979 -5.3678
H 6.4256 0.3150 -1.3997
H 6.9668 0.2824 -3.0599
H 6.6406 -1.2233 -2.2280
*
```

C4H9N2 | ωB97M-V/def2-TZVPD

The LUMO energy comes out at -4.052 eV. The value obtained for the orbital gap is 0.4169 Ha. The HOMO energy comes out at -0.56577 hartree.

Geometry as ORCA input:
```
! RIJCOSX wB97M-V def2-TZVPD def2/J DEFGRID3
* xyz 1 1
C -1.3871 -0.6977 0.2487
C 0.5347 -0.4936 0.3382
C 1.3622 0.5454 1.0818
C -0.6075 0.5907 -1.7984
N -0.5835 -0.0781 -0.5420
N -0.4440 -1.2134 1.0700
H -2.3993 -0.7451 0.1580
H 1.4831 -1.2360 -0.3475
H 1.7728 0.0793 2.1126
H 0.6896 1.3314 1.2265
H 2.1576 0.9720 0.4907
H -0.4536 0.0373 -2.6635
H -1.7241 0.8201 -1.7576
H -0.0094 1.4451 -1.6585
H -0.3915 -1.3576 2.0409
*
```

C9H7NO | ωB97M-V/def2-TZVPD

The LUMO energy comes out at 0.190 eV. The value obtained for the orbital gap is 0.3221 Ha. The HOMO energy comes out at -0.31510 hartree. As for the SMILES: O=Cc1cc2ccccc2[nH]1.

Geometry as ORCA input:
```
! RIJCOSX wB97M-V def2-TZVPD def2/J DEFGRID3
* xyz 0 1
C 2.4932 0.4949 -2.2026
C 1.4602 0.0952 -1.2094
C 1.5898 -0.4946 0.0176
C 0.3113 -0.3775 0.6167
C -0.2298 -0.8317 1.8143
C -1.5901 -0.5959 2.0970
C -2.3807 0.1802 1.1642
C -1.8703 0.5510 0.0644
C -0.4580 0.2251 -0.2374
H 2.2551 0.2261 -3.3236
H 2.4617 -0.9644 0.4841
H 0.2584 -1.3271 2.4324
H -1.9107 -1.0035 3.0358
H -3.2597 0.5181 1.4060
H -2.6270 0.9179 -0.8420
H -0.3465 1.0025 -2.0676
N 0.1996 0.5581 -1.4014
O 3.6434 0.8255 -1.8485
*
```

C13H28O14Zn | ωB97M-V/def2-TZVPD

The LUMO energy comes out at 0.521 eV. The value obtained for the orbital gap is 0.2848 Ha. The HOMO energy comes out at -0.26564 hartree.

Geometry as ORCA input:
```
! RIJCOSX wB97M-V def2-TZVPD def2/J DEFGRID3
* xyz 0 1
Zn -0.1014 0.0948 -0.4039
O 0.0476 -1.7270 0.0468
H -0.1831 -2.6418 0.3009
C -0.4043 3.3540 -0.8345
O 0.0861 2.0432 -0.9626
H -0.3537 3.5799 0.2306
H 0.2516 4.0136 -1.4027
H -1.4064 3.4286 -1.2569
C -3.1348 -2.7882 1.0094
O -3.9511 -1.5285 1.0257
C -3.3340 -0.3675 0.9235
O -2.0917 -0.1989 0.6786
O -4.2995 0.5830 0.9477
C -4.0384 1.9712 0.6699
H -2.3483 -2.7171 1.7607
H -2.6456 -2.9128 0.0433
H -3.7502 -3.6497 1.2686
H -3.6550 1.9897 -0.3502
H -3.2286 2.3073 1.3175
H -4.9114 2.6147 0.7800
C 1.6345 0.8585 -4.0924
O 1.1449 -0.5206 -4.2044
C 0.1514 -0.9910 -3.3822
O -0.3998 -0.3316 -2.4787
O -0.1760 -2.2637 -3.7063
C -1.2664 -2.9296 -3.0580
H 2.5319 1.0059 -4.6932
H 1.8751 1.1280 -3.0640
H 0.8237 1.4976 -4.4419
H -1.0331 -3.6677 -2.2907
H -1.6321 -3.6195 -3.8185
H -1.9786 -2.1819 -2.7088
C 1.6967 -1.1129 2.9843
O 0.8586 -0.2830 3.7417
C 0.1098 0.6206 2.9776
O 0.1630 0.8154 1.7767
O -0.7380 1.2112 3.8057
C -1.5490 2.2148 3.3176
H 1.2293 -1.7935 2.2727
H 2.2985 -1.7072 3.6719
H 2.4929 -0.6613 2.3926
H -1.3457 2.7452 2.3873
H -1.5900 3.0207 4.0505
H -2.5206 1.7220 3.3527
C 3.3462 -2.3286 -1.1981
O 3.9799 -1.3835 -0.3159
C 3.3052 -0.1423 -0.1158
O 2.1469 0.1174 -0.5192
O 4.1369 0.6153 0.6335
C 3.6529 1.8479 1.1522
H 3.1326 -1.7798 -2.1154
H 2.4674 -2.7146 -0.6816
H 4.0904 -3.1178 -1.3058
H 2.9347 2.3857 0.5333
H 4.3749 2.6541 1.2824
H 3.1032 1.6213 2.0658
*
```

C19H40MoP2 | ωB97M-V/def2-TZVPD

The LUMO energy (alpha / beta) comes out at -8.592 / -8.072 eV. The expectation value of S² is 2.09. The value obtained for the orbital gap (alpha / beta) is 0.2071 / 0.2264 Ha. The HOMO energy (alpha / beta) comes out at -0.52282 / -0.52304 hartree.

Geometry as ORCA input:
```
! RIJCOSX wB97M-V def2-TZVPD def2/J DEFGRID3
* xyz 2 3
P 0.3107 -2.0540 0.6095
P -0.0074 1.7532 0.5647
C -0.0595 -0.8622 -0.7427
C 0.4815 0.5752 -0.7308
H -1.0962 -0.9110 -1.0760
H 0.5166 -1.4082 -1.4892
H 1.5581 0.5963 -0.9291
H 0.0174 1.0891 -1.5745
C -1.7042 2.3658 0.1795
H -1.9640 3.0671 0.9927
H -2.4253 1.5349 0.2126
H -1.7778 2.8893 -0.7862
C 1.1876 3.0937 0.6006
H 1.1368 3.7544 -0.2681
H 2.1968 2.6607 0.6775
H 1.0014 3.6777 1.5132
C -0.8579 -3.4291 0.3947
H -0.7122 -4.0838 1.2673
H -0.7192 -4.0170 -0.5202
H -1.8830 -3.0484 0.4286
C 2.0364 -2.5911 0.4675
H 2.7058 -1.7263 0.5468
H 2.2581 -3.1420 -0.4504
H 2.2356 -3.2448 1.3312
Mo -0.4016 -0.1862 1.7767
C 0.4868 1.3688 -3.6255
C -0.8574 1.4062 -3.4582
C -1.7830 0.6955 -4.3996
C -1.3652 -0.7747 -4.7155
C -0.6607 -1.5123 -3.6179
C 0.6923 -1.6070 -3.5294
C 1.6070 -0.8534 -4.4420
C 1.1904 0.6247 -4.7276
C 0.0139 -1.6429 3.3160
H 1.1627 2.0029 -3.0295
H -1.3406 2.1185 -2.7687
H -1.8205 1.2632 -5.3438
H -2.7999 0.6861 -4.0005
H -2.2904 -1.3277 -4.9380
H -0.7572 -0.7791 -5.6349
H -1.3239 -2.0964 -2.9562
H 1.1791 -2.4075 -2.9432
H 1.6567 -1.3917 -5.4014
H 2.6227 -0.8531 -4.0380
H 2.1271 1.1768 -4.9259
H 0.6040 0.6524 -5.6588
H 0.7939 -1.1870 3.9301
H 0.2934 -2.6761 3.0572
H -0.9301 -1.6657 3.9004
C -1.4515 0.4818 5.6473
C -0.2420 1.2043 5.0626
C 1.0480 0.7517 5.7458
C -0.1796 1.2312 3.4739
H -1.3976 -0.6109 5.5225
H -2.3807 0.8277 5.1756
H -1.5390 0.6810 6.7226
H -0.3661 2.2752 5.3344
H 1.2740 -0.3120 5.5888
H 1.9012 1.3351 5.3792
H 0.9825 0.9174 6.8296
H 0.7959 1.6960 3.2605
H -0.9808 1.9478 3.2122
*
```

Which formula does entry 2 have?
C35H32N3O3PReS3